(1)
Here is a structure of composition C33H30MnN8O6S5 from the Open Molecules 2025 dataset. Energies are from the ωB97M-V functional and the def2-TZVPD basis.

Last column: Löwdin spin population.
Positions of all 83 atoms, in Å:
Mn  0.711189  0.496393  -0.257350  0.987
C  1.090898  -0.185079  4.640567  -0.001
C  0.950551  0.657012  3.388130  -0.001
S  0.078101  -0.151717  2.078321  -0.003
C  1.453989  1.911263  3.362768  0.007
C  2.176047  2.459634  4.572534  0.002
S  1.308893  2.934443  1.940395  0.019
H  0.576304  -1.138310  4.517357  0.000
H  0.677486  0.315168  5.525462  0.000
H  2.140632  -0.406729  4.872440  0.000
H  1.576181  2.386404  5.487726  0.000
H  2.423830  3.508385  4.413908  0.000
H  3.113728  1.924914  4.778735  0.001
N  -1.623235  2.799684  0.072388  0.000
C  -2.145656  1.605044  -0.395796  -0.001
C  -3.536850  1.475535  -0.473036  0.000
C  -4.063472  0.398895  -1.149809  0.000
C  -3.204476  -0.508192  -1.752897  0.000
C  -1.854761  -0.357326  -1.525791  0.000
N  -1.323173  0.657233  -0.830663  -0.005
C  -0.483700  3.437091  -0.374736  0.000
C  -0.394597  4.828364  -0.201190  0.000
C  0.714373  5.475542  -0.678874  -0.001
C  1.716723  4.746498  -1.317824  0.000
C  1.544382  3.386353  -1.434707  -0.001
N  0.459096  2.736525  -0.987848  0.002
H  -2.257583  3.371175  0.600180  0.000
H  -4.169362  2.238986  -0.037700  0.000
H  -5.136401  0.269123  -1.214403  0.000
H  -3.565105  -1.365867  -2.298685  0.000
H  -1.136398  -1.079419  -1.883804  0.000
H  -1.178476  5.358916  0.323001  0.000
H  0.818064  6.544763  -0.535302  0.000
H  2.621895  5.210482  -1.681697  0.000
H  2.287579  2.757695  -1.906714  0.000
O  2.770892  1.238214  -3.431106  0.002
C  1.647580  0.715654  -3.399100  0.001
O  0.970916  0.322322  -2.409434  0.002
C  0.964152  0.512763  -4.767302  0.000
C  1.635754  0.904729  -5.917418  0.000
C  1.071746  0.755795  -7.177483  0.000
C  -0.193862  0.204428  -7.305788  0.000
C  -0.841695  -0.175901  -6.144736  0.000
C  -0.308239  -0.038577  -4.881446  0.000
N  -2.207923  -0.770610  -6.281840  0.000
O  -2.682522  -0.834527  -7.399713  0.000
O  -2.759866  -1.152518  -5.280586  0.000
H  2.621290  1.333987  -5.783523  0.000
H  1.612693  1.068741  -8.061523  0.000
H  -0.671505  0.070939  -8.263402  0.000
H  -0.850859  -0.331253  -3.996245  0.000
N  -1.377972  -3.218735  6.564773  0.000
C  -1.750562  -3.219075  5.203213  0.000
C  -2.045962  -2.016839  4.564323  0.000
C  -2.402114  -2.002702  3.231420  0.000
C  -2.487473  -3.197105  2.520905  0.000
C  -2.202708  -4.395913  3.149789  0.000
C  -1.841514  -4.409475  4.491428  0.000
S  -2.868151  -3.113013  0.796112  0.000
O  -2.900501  -4.493435  0.334557  0.000
O  -4.089631  -2.351193  0.664329  0.000
N  -1.700071  -2.258454  0.189383  0.001
C  -0.465376  -2.730517  -0.014474  0.000
S  -0.026296  -4.442881  0.010844  -0.001
C  1.620608  -4.010919  -0.241524  0.000
C  1.724344  -2.672622  -0.358605  0.000
N  0.571847  -1.933237  -0.251765  -0.004
H  -0.930287  -2.353375  6.831886  0.000
H  -0.780692  -3.997267  6.801811  0.000
H  -1.941086  -1.080158  5.099833  0.000
H  -2.556963  -1.061167  2.722977  0.000
H  -2.253138  -5.313052  2.579841  0.000
H  -1.602096  -5.346916  4.982303  0.000
H  2.417756  -4.733360  -0.273164  0.000
H  2.669122  -2.169169  -0.460570  0.000
S  5.255486  0.077478  -0.666027  -0.001
C  4.908256  0.815679  0.841272  0.000
C  3.569650  0.887336  1.026034  0.000
N  2.824634  0.349225  -0.005432  -0.003
C  3.592016  -0.109777  -0.950976  -0.002
H  5.680530  1.177803  1.497305  0.000
H  3.026273  1.331633  1.845796  0.000
H  3.216857  -0.531897  -1.862028  0.000

Force components x, y, z for each atom (eV/Å):
-0.379 -0.712 -0.114
0.034 -0.100 0.036
0.084 -0.006 0.014
0.313 0.606 -0.333
-0.314 -0.114 -0.309
0.055 0.107 0.081
0.082 0.386 0.532
0.019 0.012 -0.029
-0.030 0.040 0.023
0.027 0.022 -0.012
-0.044 -0.009 0.010
-0.020 -0.013 -0.026
0.013 -0.043 -0.034
0.160 -0.070 0.167
-0.164 0.070 -0.154
0.122 0.068 0.021
0.011 -0.158 -0.087
-0.089 0.172 -0.008
0.047 0.110 -0.037
0.058 -0.144 0.089
-0.215 0.063 -0.043
-0.007 -0.046 -0.102
0.100 0.068 0.021
-0.084 -0.010 0.007
-0.122 -0.090 -0.115
0.340 -0.244 0.444
0.027 0.018 0.021
-0.008 0.011 -0.015
0.005 -0.007 -0.014
-0.027 -0.016 0.008
-0.022 0.060 -0.090
-0.003 -0.006 0.008
-0.007 0.002 -0.007
0.001 0.031 -0.003
0.068 0.003 0.022
0.015 -0.042 0.091
-0.354 -0.101 -0.135
0.286 -0.101 -0.055
0.015 -0.007 0.149
0.164 0.053 0.006
-0.111 -0.043 0.000
0.228 0.082 0.081
-0.680 -0.284 -0.143
0.275 0.142 0.113
0.724 0.322 0.093
-0.186 -0.042 -0.317
-0.203 -0.130 0.261
-0.026 -0.006 -0.027
0.017 0.006 0.002
-0.030 -0.016 -0.005
-0.059 -0.044 -0.002
-0.016 -0.009 0.041
0.020 0.052 0.015
-0.067 -0.009 0.007
-0.004 -0.057 -0.024
-0.043 0.150 0.206
-0.012 -0.016 0.018
0.010 -0.024 -0.047
-0.065 -0.217 0.075
0.012 0.037 -0.062
0.011 -0.083 -0.005
0.290 -0.131 -0.061
-0.238 0.209 0.254
-0.099 -0.047 0.051
0.013 0.070 -0.038
0.115 0.035 0.066
0.016 0.055 -0.363
0.011 0.008 -0.010
0.008 0.007 -0.021
0.007 0.001 -0.001
-0.029 -0.018 0.000
-0.007 -0.021 -0.030
-0.007 -0.021 0.000
0.009 -0.033 0.007
-0.037 0.036 -0.081
0.220 -0.083 -0.057
-0.037 0.091 0.150
-0.115 -0.265 -0.063
-0.120 0.325 -0.143
-0.052 0.205 0.085
0.026 -0.015 -0.004
0.117 -0.040 0.075
-0.041 -0.045 -0.125

Properties
<S²> = 0.7929
charge = -2
lowest unoccupied orbital energy (alpha / beta) = 3.6594 / 3.6589 eV
energy = -144409.94733 eV
spin multiplicity = 2
HOMO level (alpha / beta) = -0.2 / -0.2 eV

***

(2)
Here is a cluster of 2 separate species, FH2IP2 in total from the Open Molecules 2025 dataset. Energies are from the ωB97M-V functional and the def2-TZVPD basis.

Last column: Mulliken charge in e.
Positions of all 6 atoms, in Å:
F  -1.658485  -1.487284  -0.245005  -0.236
P  -0.184454  -1.056969  -0.673837  0.220
P  0.710043  0.073159  1.142578  -0.131
I  2.533393  0.815113  -0.233619  0.032
H  -0.747459  0.195770  -0.935214  0.065
H  -0.653038  1.460209  0.945099  0.050

Force components x, y, z for each atom (eV/Å):
-0.616 -1.053 0.800
0.327 1.061 0.143
-2.996 1.612 -0.077
-0.024 0.180 -0.288
0.693 0.408 -1.030
2.616 -2.207 0.452

Properties
lowest unoccupied orbital energy = -0.6944 eV
energy = -29426.87444 eV
spin multiplicity = 1
HOMO level = -9.3 eV

***

(3)
Here is a structure of composition C5H10NS from the Open Molecules 2025 dataset. Energies are from the ωB97M-V functional and the def2-TZVPD basis.

Last column: Mulliken charge in e.
Positions of all 17 atoms, in Å:
C  0.391450  -0.603547  -1.528611  -0.433
C  1.368606  -0.702842  -0.427792  -0.658
C  -1.007417  -0.704565  -0.826224  -0.297
C  0.911309  0.324332  0.604355  -0.419
C  -1.269877  1.301841  1.306278  -0.635
N  -0.458288  0.185136  0.800451  0.348
S  -1.372232  -0.245543  2.176526  -0.041
H  0.384923  0.475482  -2.023374  0.261
H  0.662414  -1.231951  -2.457742  0.355
H  1.318520  -1.760440  -0.148065  0.286
H  2.410697  -0.582449  -0.758901  0.367
H  -1.895211  -0.122693  -1.131331  0.302
H  -1.029529  -1.715215  -0.311165  0.307
H  1.339173  0.205464  1.638237  0.346
H  1.247056  1.389076  0.295676  0.308
H  -0.753656  2.150840  1.941689  0.304
H  -2.247937  1.637075  0.849991  0.302

Force components x, y, z for each atom (eV/Å):
-1.947 3.175 -3.190
1.098 -0.614 0.245
2.689 -0.495 1.911
4.343 0.984 1.761
-0.620 1.790 1.662
-4.062 0.517 -3.947
0.027 -0.634 1.044
0.255 -1.887 1.038
-1.051 0.309 1.770
0.050 0.172 0.932
-0.399 0.374 0.169
0.518 -0.749 0.133
-1.043 1.286 -0.807
0.270 -0.099 -1.057
-1.032 -1.668 0.190
-0.639 -1.853 -1.737
1.544 -0.608 -0.119

Properties
charge = +1
lowest unoccupied orbital energy = -4.1750 eV
energy = -17662.33609 eV
spin multiplicity = 1
HOMO level = -14.1 eV

***

(4)
Here is a structure of composition C35H32IN5O4OsS from the Open Molecules 2025 dataset. Energies are from the ωB97M-V functional and the def2-TZVPD basis.

Last column: Löwdin spin population.
Positions of all 79 atoms, in Å:
Os  0.943155  -2.240933  0.281869  1.948
C  -4.563815  3.438170  -0.060018  0.000
O  -3.345546  2.690921  0.304290  0.002
C  -3.019746  2.337424  1.627508  0.004
C  -3.804382  2.543498  2.783430  -0.001
C  -3.229812  2.094472  4.020119  0.005
C  -1.993020  1.497416  4.083555  0.000
C  -1.267690  1.195986  2.920643  0.005
C  -1.831797  1.624527  1.716509  0.002
N  -1.063174  1.459373  0.554486  0.034
C  -0.231167  0.388338  0.305547  0.048
N  1.937382  1.625838  0.131359  0.237
C  3.190972  1.060568  0.328764  0.214
C  3.185469  -0.307071  -0.068023  0.085
C  4.352311  -1.025240  0.059252  0.185
C  5.511678  -0.460866  0.600390  0.120
C  5.454270  0.849296  0.995184  0.110
C  4.297066  1.669496  1.024127  0.193
O  4.064142  2.725843  1.822651  0.142
C  5.021511  3.488308  2.597575  0.007
N  -0.493635  -0.902869  0.587281  0.020
C  -1.676967  -1.476665  0.958865  0.011
C  -2.948502  -1.028574  0.490657  -0.001
C  -4.105194  -1.604380  1.051027  0.000
C  -4.026146  -2.788923  1.813564  0.000
C  -2.771967  -3.335177  2.066769  0.000
C  -1.589763  -2.694746  1.626345  0.008
O  -0.353638  -3.419835  1.536674  0.048
C  0.251193  -3.871633  2.825525  0.005
H  -4.347508  3.847787  -1.064084  0.000
H  -4.931809  4.182789  0.643610  0.000
H  -5.343639  2.636710  -0.253396  0.000
H  -4.828401  2.981648  2.777511  0.000
H  -3.703897  2.234778  4.963295  0.000
H  -1.524742  1.324248  5.025076  0.000
H  -0.333609  0.665618  3.002126  0.001
H  -0.998726  2.227199  -0.183283  0.001
H  1.934827  2.565306  -0.218163  0.009
H  4.378589  -2.084771  -0.292381  0.006
H  6.370693  -1.034569  0.864943  0.003
H  6.399470  1.298653  1.325533  0.003
H  4.677215  4.532572  2.515518  0.002
H  6.050085  3.474980  2.099756  0.001
H  5.129692  3.123586  3.623227  0.004
H  -3.078169  -0.125692  -0.048727  0.000
H  -5.097881  -1.180509  0.813695  0.000
H  -4.897128  -3.252841  2.246218  0.000
H  -2.610785  -4.310117  2.525117  0.000
H  1.193361  -4.266017  2.508947  0.002
H  -0.433866  -4.597405  3.273335  0.000
H  0.414939  -3.052094  3.490806  0.001
C  -3.338034  2.602132  -6.595338  0.000
C  -2.111441  2.793101  -5.730395  0.000
O  -1.957034  3.680425  -4.868896  0.000
S  -0.776202  1.688004  -6.103264  0.000
C  -0.210267  1.625797  -4.492216  0.000
C  -0.068762  2.654317  -3.560521  0.002
C  0.244079  2.317201  -2.260525  0.002
C  0.599681  1.010048  -1.890969  0.025
C  0.567182  -0.025958  -2.867052  0.009
C  0.002993  0.282159  -4.126505  0.002
C  1.046518  0.599712  -0.451934  0.054
C  1.858058  -0.725103  -0.421116  0.321
H  -3.688276  3.557327  -7.021994  0.000
H  -4.114739  2.090651  -6.006352  0.000
H  -3.127580  1.949094  -7.502438  0.000
H  -0.234261  3.699491  -3.824623  0.000
H  0.169683  3.112730  -1.522761  0.000
H  1.005110  -1.023639  -2.752165  0.005
H  -0.132017  -0.506098  -4.867609  0.000
I  2.533790  -7.942802  -1.681793  0.000
C  2.513129  -6.120986  -0.717200  0.005
C  3.382958  -5.716070  0.345561  0.026
N  3.068167  -4.476417  0.732480  0.015
N  2.061564  -3.945441  -0.051078  0.033
C  1.716751  -4.980651  -0.924534  0.029
H  4.258064  -6.230117  0.696190  0.002
H  3.419000  -3.875712  1.539521  0.003
H  1.000025  -4.817610  -1.697080  0.005

Force components x, y, z for each atom (eV/Å):
0.076 -0.989 0.030
-0.232 -2.227 -0.910
-0.017 0.535 1.353
-2.039 0.526 -0.774
0.615 -0.606 0.677
-0.458 0.676 -1.546
0.777 -0.298 -1.112
-1.758 0.817 0.586
1.069 -0.304 0.492
1.968 -0.632 -2.509
-2.137 0.209 0.707
1.594 -1.466 0.341
-1.489 1.724 0.465
-0.345 -0.444 0.100
-0.224 -2.370 -0.721
-1.193 1.370 0.400
2.290 1.414 0.895
-0.431 -0.682 0.587
-0.341 -0.966 -1.430
2.044 0.393 -1.423
2.152 2.686 -0.660
-2.254 -0.324 -0.528
-0.330 -0.785 2.751
0.102 -0.511 -0.640
0.880 0.842 0.133
1.373 -0.066 -0.395
-1.510 -1.014 -0.256
-0.863 0.454 1.728
-1.264 -0.146 -1.034
0.055 0.118 0.793
0.434 -0.068 0.108
0.574 1.079 0.518
1.108 -0.284 -0.173
-0.709 0.336 0.307
0.002 -0.370 0.610
0.245 0.101 -0.296
-0.301 -1.217 1.673
-0.358 0.558 0.102
-0.095 0.971 0.310
0.578 -0.274 -0.402
-0.505 -0.180 0.274
-0.027 -0.625 0.411
-1.357 -0.168 0.638
-0.425 -0.014 -0.284
0.265 0.647 -0.610
0.736 -0.275 0.121
-0.172 -0.049 -0.159
-0.484 0.172 0.047
0.324 -0.639 0.119
0.416 -0.019 -0.103
-0.078 0.733 0.297
0.211 -0.462 -1.290
0.058 2.820 1.002
-1.628 -2.240 -2.494
-0.685 0.630 -1.034
0.441 -1.597 1.179
0.245 0.213 -0.328
0.093 -0.598 0.728
0.437 -1.279 -0.651
-0.590 1.079 -0.785
1.466 0.333 1.297
-0.052 0.174 -1.525
0.890 2.208 -0.122
-0.008 -0.281 0.654
0.145 0.365 -0.172
-0.038 0.597 1.260
0.225 -0.658 0.153
0.366 0.062 0.015
-0.489 0.470 0.505
0.037 0.221 0.209
-0.040 0.276 0.056
0.801 1.776 1.497
-0.686 -0.661 -1.265
-0.375 1.685 0.263
0.458 -2.931 -0.801
1.370 0.844 1.437
-0.052 -0.126 0.462
-0.402 -1.406 -1.714
-0.481 0.138 -0.144

Properties
<S²> = 6.0344
charge = +2
lowest unoccupied orbital energy (alpha / beta) = -5.1498 / -7.8745 eV
energy = -73836.51361 eV
spin multiplicity = 5
HOMO level (alpha / beta) = -11.4 / -12.8 eV

***

Which energy relative to the best compared isomer or geometry (same formula, charge and spin) belongs to each record? In order, 30.1 161.7 384.6 83.9 kJ/mol.